[1]
Computed, not measured: 9 unconnected molecules or ions with the total composition C40H74N12O5P2 in a non-equilibrium geometry, with ωB97M-V/def2-TZVPD.

```
133
Properties=species:S:1:pos:R:3:forces:R:3
N -11.4999 -19.9373 2.8302 0.00 -0.45 -0.57
C -11.6653 -20.5124 1.5699 -0.72 0.28 0.54
C -12.8477 -21.2301 1.5932 0.68 -0.19 -0.27
C -13.3924 -21.1588 2.8813 1.40 1.39 1.83
C -12.5101 -20.3362 3.6545 -1.56 -1.56 -1.29
H -10.7577 -19.3149 3.1163 -0.10 -0.24 -0.21
H -11.0030 -20.3845 0.7265 0.17 0.24 0.36
H -13.2050 -21.8476 0.7824 -0.07 0.20 -0.03
H -14.2682 -21.6457 3.2844 0.11 -0.01 -0.15
H -12.5513 -20.1463 4.7169 0.15 0.30 -0.18
N -20.8175 -16.9505 0.8979 1.89 -0.96 1.08
C -19.6737 -17.2176 1.6929 -0.61 -0.31 -0.72
C -19.1370 -16.0118 2.1071 0.40 -2.00 0.14
C -19.9189 -15.0177 1.5711 -1.85 1.22 -1.51
C -20.9377 -15.6274 0.8263 0.29 2.02 0.12
H -21.3753 -17.5797 0.3384 0.33 -0.13 0.40
H -19.2686 -18.2123 1.8065 -0.30 0.01 0.06
H -18.2390 -15.9390 2.7026 -0.05 0.14 0.04
H -19.7854 -13.9464 1.6007 -0.01 -0.04 0.23
H -21.7080 -15.1815 0.2145 0.02 0.08 0.17
N -11.4345 -16.6832 -1.9622 -0.49 0.08 0.46
C -12.5314 -15.8975 -2.1214 -1.38 -0.06 -0.22
C -12.1764 -14.6861 -2.6808 -0.22 -1.29 0.28
C -10.7900 -14.7995 -2.8527 0.89 1.56 -0.41
C -10.3376 -15.9820 -2.3537 0.66 -0.49 -0.32
H -11.5061 -17.6383 -1.6416 0.34 0.33 -0.01
H -13.4951 -16.3339 -1.9044 0.01 0.27 0.00
H -12.7984 -13.8615 -2.9961 -0.06 -0.21 0.17
H -10.2265 -14.0096 -3.3269 0.42 -0.18 0.20
H -9.3415 -16.3862 -2.2493 -0.12 0.06 -0.17
N -15.4529 -17.9388 -1.2592 -0.71 -2.50 -1.15
C -14.6494 -19.0777 -1.2491 -0.30 1.32 -0.24
C -15.3848 -20.1283 -1.7561 2.20 -0.63 0.63
C -16.6361 -19.6708 -2.0511 -2.01 0.67 -0.19
C -16.6956 -18.3217 -1.7698 0.70 0.39 1.14
H -15.2132 -17.0790 -0.7866 -0.22 0.01 -0.09
H -13.6123 -18.9326 -0.9851 -0.02 -0.44 0.13
H -15.0762 -21.1559 -1.8797 0.25 0.13 0.04
H -17.4399 -20.3404 -2.3193 -0.17 0.38 -0.27
H -17.5388 -17.6566 -1.6555 0.05 0.01 -0.34
N -11.2398 -11.2805 0.9954 -0.30 0.11 -0.20
C -11.5864 -12.3630 0.2404 0.42 -1.05 -0.65
C -12.6935 -12.9994 0.8126 1.73 0.13 -3.06
C -13.0874 -12.1482 1.7937 -1.74 -0.23 2.56
C -12.1769 -11.1596 1.9623 -0.80 1.17 1.06
H -10.5707 -10.5563 0.7766 -0.04 -0.45 -0.08
H -11.0358 -12.5826 -0.6624 0.04 -0.23 0.16
H -13.1789 -13.8757 0.4090 0.06 0.03 0.06
H -13.9689 -12.3452 2.3857 0.09 0.32 0.36
H -12.2413 -10.3834 2.7105 0.45 0.12 -0.25
N -18.8677 -24.1924 3.0076 -1.39 -1.59 2.34
C -17.8456 -23.4747 2.5882 -0.11 2.47 -2.04
C -17.1009 -23.0801 3.6535 1.94 0.12 -0.44
C -17.5194 -23.8248 4.7529 -1.43 0.04 0.98
C -18.7130 -24.3972 4.3803 -0.25 -1.15 -0.81
H -19.7004 -24.4430 2.4940 0.44 0.00 0.01
H -17.9411 -23.0867 1.5848 0.60 0.12 -0.04
H -16.2984 -22.3572 3.6564 0.10 -0.27 -0.22
H -17.0640 -23.8857 5.7303 -0.14 0.16 -0.05
H -19.4092 -25.0724 4.8557 0.20 0.13 0.27
O -19.9442 -9.4787 -0.9418 0.24 0.02 0.47
P -18.7959 -10.2069 -1.5124 -0.92 -1.24 -1.38
N -19.2659 -11.8716 -1.7121 0.42 1.40 -0.28
C -18.2768 -12.8922 -2.1115 -0.43 0.86 0.81
C -20.6842 -12.2208 -1.9623 0.67 0.32 0.53
N -17.4055 -10.1890 -0.5838 -0.54 0.46 0.46
C -17.5825 -10.2070 0.8908 -1.06 0.19 0.13
C -16.1187 -10.6423 -1.0440 0.18 -0.63 -0.31
N -18.3715 -9.6408 -3.0748 1.49 -0.71 1.59
C -19.2251 -10.0260 -4.1979 0.28 -0.01 1.02
C -17.7348 -8.2968 -3.2043 -1.69 -1.17 -0.73
H -18.3100 -13.6224 -1.3030 0.09 -0.70 -0.49
H -17.2661 -12.4840 -2.1051 -0.21 0.03 -0.13
H -18.4719 -13.2896 -3.1075 -0.08 -0.29 0.07
H -21.0149 -11.9039 -2.9514 -0.14 -0.11 -0.12
H -21.3282 -11.7717 -1.2062 0.13 0.27 -0.11
H -20.8217 -13.2964 -1.8508 0.23 -0.11 -0.16
H -16.6806 -10.3833 1.4770 0.32 -0.02 -0.63
H -18.0408 -9.3027 1.2911 0.27 0.43 -0.44
H -18.3212 -10.9391 1.2172 0.07 -0.57 -0.25
H -15.9395 -11.6695 -0.7264 0.29 -0.08 0.39
H -16.0975 -10.7302 -2.1302 0.05 0.58 -0.04
H -15.3158 -10.0086 -0.6674 0.04 0.04 -0.13
H -20.2544 -9.7517 -3.9672 -0.23 0.39 -0.56
H -18.7921 -9.5262 -5.0644 -0.51 -0.16 -0.21
H -19.2281 -11.1080 -4.3296 0.23 -0.01 -0.15
H -17.3654 -8.2471 -4.2286 0.82 -0.06 0.19
H -16.9927 -8.1260 -2.4244 -0.20 0.16 -0.23
H -18.5686 -7.5964 -3.2527 0.23 0.70 0.73
O -16.2312 -15.5851 8.8780 -0.70 -0.26 -1.82
P -16.8025 -15.9600 7.5383 -1.24 -1.44 -0.36
N -16.8119 -17.6906 7.3533 1.53 1.70 -0.28
C -16.9491 -18.4143 8.6280 -0.50 0.65 -0.62
C -17.2790 -18.4005 6.1736 0.11 -0.29 0.45
N -16.1011 -15.3198 6.0929 -1.46 -0.58 0.29
C -16.5285 -13.9490 5.6998 0.15 -0.93 2.08
C -14.7957 -15.6241 5.5123 -0.50 -1.12 0.65
N -18.5349 -15.6062 7.4746 0.70 -0.17 -1.35
C -19.2506 -15.4246 8.7489 0.54 0.70 -0.72
C -19.4472 -16.0509 6.3118 0.93 1.05 1.42
H -17.8720 -18.0437 9.0740 -0.07 -0.23 0.62
H -16.1058 -18.2160 9.2896 -0.13 -0.11 -0.07
H -17.0894 -19.4789 8.4407 0.28 0.01 -0.06
H -18.2723 -18.8115 6.3541 -0.32 0.00 -0.15
H -16.6240 -19.2558 6.0077 0.12 -0.15 -0.17
H -17.3054 -17.8234 5.2493 0.14 0.32 0.30
H -15.7451 -13.4817 5.1032 -0.56 -0.20 -0.46
H -17.5436 -14.0461 5.3149 0.22 0.79 -0.35
H -16.4834 -13.4327 6.6587 -0.68 0.88 -0.22
H -14.7819 -15.1771 4.5183 0.44 0.31 0.42
H -14.0349 -15.3231 6.2326 0.53 0.22 -0.54
H -14.6909 -16.6877 5.2984 0.03 -0.20 0.35
H -19.7350 -16.3345 9.1031 0.05 -0.15 0.09
H -18.5561 -15.0175 9.4838 0.03 -0.38 0.06
H -20.0056 -14.6493 8.6180 -0.28 -0.04 -0.08
H -20.0370 -16.9299 6.5715 0.38 -0.37 -0.02
H -18.9174 -16.1513 5.3645 0.25 -0.32 0.30
H -20.1959 -15.2839 6.1135 0.05 0.38 0.26
C -16.1166 -18.8263 2.2744 0.13 0.63 -0.83
C -14.8239 -18.0449 2.3931 -0.15 -0.95 -0.36
O -15.0621 -16.6429 2.6056 -0.16 -0.08 0.63
C -15.3036 -15.8212 1.6235 0.57 0.99 -2.13
O -15.0083 -15.9791 0.4063 -1.08 1.14 4.01
O -15.8518 -14.6666 2.1787 0.48 -2.15 -1.39
C -16.3708 -13.7802 1.1833 0.09 1.24 0.43
H -15.8102 -19.8715 2.2348 -0.37 -0.06 -0.02
H -16.5344 -18.5204 1.3152 -0.42 -0.40 -0.13
H -16.8600 -18.6327 3.0478 0.28 -0.07 0.22
H -14.2606 -18.1992 1.4728 0.14 0.18 0.06
H -14.2699 -18.5066 3.2104 0.28 0.99 0.21
H -16.6318 -12.8601 1.7062 0.28 0.00 0.24
H -17.3288 -14.0883 0.7646 0.38 -0.65 -0.32
H -15.5734 -13.5390 0.4804 -0.40 -0.19 -0.32
```
Positions in Å, forces in eV/Å.

The LUMO energy is 0.43 eV. As for the SMILES: CN(C)P(=O)(N(C)C)N(C)C.CN(C)P(=O)(N(C)C)N(C)C.CCOC(=O)OC.c1cc[nH]c1.c1cc[nH]c1.c1cc[nH]c1.c1cc[nH]c1.c1cc[nH]c1.c1cc[nH]c1. Its orbital gap is 8.35 eV. The value obtained for the total energy is -89375.062 eV. The spin multiplicity is 1. The calculation puts the HOMO energy at -7.92 eV.

---

[2]
Computed, not measured: a molecular structure, C40H76Br12Hg2N4O4 in a non-equilibrium geometry, with ωB97M-V/def2-TZVPD.

```
138
Properties=species:S:1:pos:R:3:forces:R:3
Hg -4.6702 -0.4933 0.2622 -0.03 -0.01 0.00
Hg 1.9108 2.1916 0.6954 0.02 0.00 0.00
C 2.6609 -5.0583 -1.3285 -0.76 -0.23 -1.49
C 2.9484 -3.5505 -1.0363 1.04 0.55 1.50
C 4.4080 -3.2576 -1.2791 1.83 0.11 -1.70
C 4.8372 -3.4838 -2.7453 -0.39 0.19 -0.57
C 4.0896 -2.4741 -3.6741 0.66 -0.42 1.80
C 2.5824 -2.4685 -3.4466 -0.76 -0.05 -0.75
N 2.2626 -2.4919 -1.9085 -4.02 -0.90 0.73
O 0.9975 -2.1219 -1.4934 4.45 -1.17 -1.83
C 2.0052 -3.6758 -4.2892 -0.75 -0.48 0.51
C 2.0677 -1.1390 -4.0513 -0.39 -0.26 0.65
C 2.8109 -3.3504 0.5458 -2.07 -0.15 -2.56
H 2.8795 -5.3025 -2.3681 0.71 0.11 0.02
H 1.6537 -5.4745 -1.3492 -0.67 0.99 0.73
H 3.1757 -5.7841 -0.6990 0.55 0.56 0.17
H 5.1149 -3.7130 -0.5856 -0.38 -0.79 0.03
H 4.6744 -2.2126 -1.1206 -0.69 0.41 0.26
H 4.6253 -4.4822 -3.1279 -0.08 -0.21 0.31
H 5.9182 -3.3883 -2.8469 0.03 0.29 -0.02
H 4.2656 -2.7048 -4.7248 0.10 0.28 0.03
H 4.4208 -1.4713 -3.4041 0.38 0.10 -0.32
H 1.5819 -3.4803 -5.2745 0.22 1.19 -0.06
H 1.1393 -4.1514 -3.8285 0.18 -0.11 0.51
H 2.7373 -4.4392 -4.5527 0.24 -0.09 0.65
H 1.0552 -1.2022 -4.4499 -0.03 -0.11 0.23
H 2.7169 -0.8357 -4.8726 0.07 -0.07 0.06
H 2.0820 -0.3802 -3.2689 0.04 0.14 -0.14
H 3.0983 -2.3600 0.8988 0.45 -0.33 -0.01
H 3.2961 -4.2474 0.9306 0.14 0.58 0.50
H 1.7290 -3.4313 0.6503 -0.04 -0.07 0.79
C -8.2768 -6.1270 -1.2186 -2.18 -0.81 -0.52
C -7.1353 -5.2043 -1.4947 0.64 0.23 0.51
C -6.3661 -5.6709 -2.7055 0.10 -0.58 -2.83
C -7.0470 -5.3552 -4.0531 -0.43 2.31 0.25
C -7.2811 -3.7759 -4.1327 0.96 -2.23 0.33
C -8.0576 -3.2348 -2.8980 -2.15 -0.11 -2.20
N -7.5285 -3.7617 -1.6715 -2.02 1.04 4.40
O -8.0850 -3.1715 -0.4547 2.03 -2.03 -4.63
C -9.5968 -3.6018 -3.1341 0.02 0.19 1.23
C -8.0088 -1.7101 -2.9422 0.22 0.34 1.21
C -6.2998 -5.2592 -0.2553 0.85 0.27 1.46
H -9.0188 -5.6731 -0.5618 0.01 0.22 -0.10
H -8.0491 -7.0902 -0.7619 0.82 0.21 0.21
H -8.7642 -6.4554 -2.1366 -0.33 0.33 -0.16
H -6.2804 -6.7302 -2.9478 0.03 -0.64 1.78
H -5.3395 -5.3265 -2.8298 0.02 0.50 0.67
H -7.9693 -5.9116 -4.2199 -0.30 0.13 0.40
H -6.4144 -5.7122 -4.8659 0.27 0.33 -0.03
H -7.7002 -3.5810 -5.1198 -0.51 0.57 0.37
H -6.2767 -3.3526 -4.1252 0.10 0.23 0.00
H -10.2023 -3.1683 -2.3382 0.24 0.49 0.19
H -9.8977 -4.6435 -3.0221 0.58 -0.25 -0.62
H -9.9592 -3.1538 -4.0593 0.22 -0.28 -0.15
H -6.9815 -1.4188 -2.7233 0.17 0.31 -0.66
H -8.5591 -1.2241 -2.1365 -0.24 -0.49 0.24
H -8.4573 -1.2904 -3.8426 0.57 -0.27 -0.31
H -5.9714 -6.2718 -0.0210 0.49 -0.06 -0.63
H -6.8450 -5.0267 0.6595 -0.42 0.41 -0.32
H -5.4872 -4.5340 -0.2986 0.29 -0.26 -0.03
C -4.0408 3.5213 6.0609 0.26 0.06 0.46
C -4.8952 2.7749 4.9699 -0.22 -0.36 1.02
C -6.3875 2.8262 5.3249 0.76 -1.09 1.06
C -7.0849 4.1425 5.3327 -0.24 0.43 -1.95
C -6.9143 4.6292 3.8799 -0.07 0.77 0.22
C -5.4649 4.7293 3.3176 -0.39 1.82 1.34
N -4.8292 3.3620 3.5794 4.95 1.15 -1.57
O -3.5903 3.2524 2.9693 -4.09 0.04 1.85
C -4.5971 5.9524 3.9318 0.07 -0.57 1.07
C -5.7108 5.0922 1.8389 0.79 -0.81 -0.74
C -4.5416 1.2403 4.9954 -0.27 0.20 -1.11
H -4.5782 4.2490 6.6689 -0.44 0.52 -0.75
H -3.0987 3.9710 5.7471 -0.23 -0.01 -0.54
H -3.7304 2.8961 6.8981 -0.05 -0.97 -0.42
H -6.4964 2.2754 6.2592 -0.06 -0.01 0.17
H -6.8208 2.1979 4.5467 -0.53 0.05 0.07
H -6.7942 4.9841 5.9613 0.56 -0.52 0.49
H -8.1405 3.9622 5.5361 -0.10 0.11 -0.04
H -7.4140 5.5941 3.7950 0.27 0.24 -0.24
H -7.3919 4.0045 3.1250 -0.41 -0.43 0.41
H -5.1827 6.8185 4.2400 -0.73 0.06 -0.92
H -3.7455 6.3007 3.3474 -0.40 -0.30 -0.67
H -4.1184 5.8318 4.9036 -0.07 -1.11 0.11
H -5.0186 5.7933 1.3725 0.69 -0.46 0.33
H -6.6467 5.5972 1.5999 -0.42 -0.38 0.74
H -5.6836 4.1380 1.3128 -0.04 0.16 -0.47
H -5.3021 0.6780 4.4537 -0.02 0.23 -0.64
H -4.6378 0.7310 5.9543 0.39 0.85 0.50
H -3.5821 0.9978 4.5386 0.03 0.24 0.14
C 6.1664 7.2174 3.4194 0.85 0.75 -0.21
C 5.0833 6.9589 2.3423 -0.75 -0.61 0.88
C 4.6591 8.2400 1.5552 0.80 -1.35 0.40
C 5.7634 8.6175 0.6023 -1.15 0.92 0.66
C 6.0290 7.5486 -0.4021 0.32 -0.39 -0.20
C 6.5076 6.1917 0.2478 -0.57 1.03 -1.36
N 5.5064 5.8720 1.3321 1.47 -3.38 1.98
O 5.6498 4.5368 1.8610 -0.57 4.91 -1.76
C 8.0257 6.3681 0.6001 -0.61 0.03 0.95
C 6.4780 5.1816 -0.9015 -0.63 -0.35 1.34
C 3.7753 6.5480 3.0860 0.98 -0.77 -1.01
H 5.7547 7.5673 4.3661 -0.44 0.09 -0.16
H 6.8482 8.0027 3.0930 0.04 0.21 -0.08
H 6.8524 6.4259 3.7210 -0.50 -0.64 -0.50
H 4.3950 9.0402 2.2467 0.31 -0.01 0.21
H 3.7437 8.0447 0.9967 -0.04 -0.28 -0.07
H 6.6439 8.8244 1.2105 0.22 0.33 -0.32
H 5.3509 9.5227 0.1567 0.80 0.31 -0.46
H 6.7725 7.9488 -1.0915 0.54 -0.40 0.04
H 5.1960 7.3956 -1.0882 -0.53 -0.25 0.41
H 8.1751 6.1474 1.6571 0.12 0.67 0.14
H 8.2570 7.3789 0.2642 0.48 0.04 0.76
H 8.7557 5.7174 0.1187 -0.59 -0.35 -0.48
H 5.4453 4.9384 -1.1518 0.03 0.17 -0.40
H 6.9253 4.2635 -0.5207 0.24 -0.04 -0.47
H 7.0343 5.6822 -1.6940 -0.07 -0.58 -0.25
H 3.4446 7.3360 3.7625 -0.04 0.23 -0.42
H 3.8852 5.6526 3.6978 0.06 -0.15 -0.32
H 3.1327 6.3840 2.2209 -0.84 -0.23 0.66
C 6.3748 -9.6801 -6.7107 0.34 -0.78 -0.92
Br 5.0335 -9.8767 -8.1716 0.73 0.49 0.88
Br 7.6965 -8.2528 -7.0301 -0.92 -0.74 0.17
Br 7.2904 -11.4430 -6.5878 -0.38 0.99 0.19
H 5.8413 -9.5023 -5.7770 0.23 0.03 -0.32
C 8.9770 -10.7487 5.9238 0.74 0.11 -1.18
Br 9.6411 -11.8703 4.3360 -0.52 0.93 1.44
Br 8.7810 -11.7557 7.5058 -0.49 -0.50 0.20
Br 7.4474 -9.6870 5.3601 0.40 -0.48 0.32
H 9.7688 -10.0597 6.2177 -0.13 -0.06 -0.78
C -2.3519 7.0679 -6.5873 -0.30 0.22 1.06
Br -4.1353 6.2706 -6.4002 0.73 0.21 -0.33
Br -1.3777 6.7558 -4.8786 -0.34 0.23 -1.01
Br -2.5214 8.9832 -6.9620 0.21 -0.80 0.07
H -1.7845 6.5859 -7.3835 -0.30 0.14 0.21
C 11.4618 -5.4583 2.6560 2.02 0.45 -0.35
Br 11.6751 -3.4768 2.5071 -0.42 -1.38 -0.10
Br 13.0317 -6.0546 3.8579 -1.60 0.22 -1.13
Br 11.5846 -6.3569 0.8280 -0.28 0.87 1.96
H 10.5297 -5.6653 3.1817 0.27 -0.17 -0.37
```
Positions in Å, forces in eV/Å.

The LUMO energy is -3.65 eV. Its orbital gap is 1.49 eV. The value obtained for the total energy is -905700.559 eV. The spin multiplicity is 1. The calculation puts the HOMO energy at -5.15 eV. The value obtained for the energy relative to the best compared isomer or geometry (same formula, charge and spin) is 986.0 kJ/mol.